(1)
C49H47CsN8O4P2S2 as an isolated structure, computed with ωB97M-V/def2-TZVPD.

Structure (XYZ):
```
113
Properties=species:S:1:pos:R:3
Cs -0.10236 -0.25146 -0.04533
S 3.33430 0.06827 2.26946
S -3.04413 -1.45402 -5.19830
P -0.59415 2.29215 -2.80893
P 2.03910 0.95823 -2.90066
O -4.57330 0.17339 1.12940
O -4.66155 2.37098 4.88782
O -2.76485 0.33568 -0.17463
O -5.51059 1.13014 3.23855
N -1.40167 1.76403 1.83295
N -0.65838 -1.85020 2.58347
N 1.76715 -0.47645 2.59116
N -0.34334 -3.19868 -1.49592
N -2.22057 2.52697 3.72023
N 2.51912 -2.03513 4.18940
N 0.44280 1.09151 -3.57533
N -2.34509 -3.45193 -2.40349
C -2.73742 1.43054 1.90844
C 2.76051 -1.64987 -2.36517
C 4.44106 -1.80366 5.65493
C -0.49874 -0.26223 -5.44000
C 6.13551 -0.16699 5.17212
C 0.63388 3.57786 -2.33094
C 2.76913 -1.15286 -4.70891
C 5.41081 0.24467 4.05932
C 0.21404 2.95947 3.30999
C 3.09262 1.94268 -4.02452
C -2.90836 4.28279 -6.26959
C 5.04929 3.33790 -4.23112
C -1.11992 2.41343 2.94339
C 2.52010 5.45204 -1.46228
C 4.23099 -0.39461 3.72054
C -3.41569 0.59416 0.85469
C 2.54369 -0.73876 -3.39509
C -0.88819 3.22158 -5.51211
C -2.48160 -2.52575 3.97640
C -2.71384 3.55262 -3.98990
C 2.06875 5.47396 -2.77440
C 4.21848 2.53554 -3.46288
C -1.42267 3.08808 -4.23314
C -4.55997 1.81794 3.80959
C -3.25885 1.89676 3.08814
C -1.62319 -2.90074 -1.40768
C 3.17630 -2.44721 -4.98107
C -1.47402 -4.15369 -3.19926
C -3.45047 4.15659 -4.99875
C 3.37925 -3.34913 -3.94165
C 0.14209 -1.86741 3.65086
C 3.73763 -1.41585 4.52722
C 5.64912 -1.19197 5.96564
C -0.30632 -2.23315 4.91186
C 4.74937 3.56642 -5.56644
C -1.64250 -2.57074 5.07280
C -0.25066 -3.98156 -2.62806
C -1.94006 -2.15071 2.75305
C -1.34208 -1.46638 -5.82730
C 3.62255 2.98376 -6.13388
C -0.33826 -0.10900 -3.93296
C 1.13299 4.54588 -3.20110
C 2.80007 2.17655 -5.36380
C 2.02387 4.50343 -0.57975
C -3.64800 0.09051 -5.91391
C -1.62663 3.81213 -6.52594
C 1.55234 -1.41011 3.43056
C 3.17501 -2.94868 -2.63180
C 1.08209 3.57889 -1.00881
H -3.14628 3.42032 -3.00378
H 3.70617 -4.35888 -4.15655
H 0.35539 -2.20917 5.76816
H 3.25284 6.17521 -1.12663
H 0.97457 2.47198 2.70256
H -3.53507 -2.75188 4.05960
H -2.10040 -2.26935 -0.67113
H 5.38974 4.20138 -6.16553
H -4.45255 4.51291 -4.79758
H -1.20280 3.90716 -7.51813
H 0.44215 2.77472 4.36062
H 0.69567 -4.37609 -2.95979
H 4.04942 -2.59453 6.28459
H -2.02215 -2.84374 6.04852
H -3.31300 -3.25957 -2.60058
H 2.21721 -2.79252 4.77945
H 0.48941 -0.37122 -5.89678
H -1.38281 -1.56149 -6.91460
H 0.10834 2.85200 -5.71392
H 0.73229 2.84602 -0.28705
H 2.64701 -0.45486 -5.52689
H -3.48388 4.74245 -7.06304
H 3.38618 3.16290 -7.17562
H 3.33655 -3.64134 -1.81581
H -1.32748 -0.02727 -3.46478
H -4.71512 0.13222 -5.70421
H 1.91583 1.72799 -5.80101
H -2.32507 2.96391 4.62364
H -3.49619 0.09892 -6.99313
H 0.11905 -1.01522 -3.52231
H 5.92096 3.79891 -3.78417
H 5.77141 1.05644 3.43944
H 2.62299 -1.33724 -1.33684
H 6.20140 -1.51659 6.83724
H -0.90481 -2.38442 -5.42748
H -0.93215 0.64716 -5.85797
H -1.79370 -4.69015 -4.07536
H 3.34826 -2.75247 -6.00571
H 2.44800 6.21198 -3.46994
H -2.57256 -2.07878 1.87345
H 7.07054 0.31818 5.41632
H 2.36666 4.48232 0.44731
H 0.26246 4.03650 3.13663
H 0.79234 4.57744 -4.22773
H 4.42775 2.38545 -2.40913
H -5.16469 0.71661 2.34418
H -3.17192 0.95972 -5.45985
```

As for the charge: 0. The value obtained for the LUMO energy is -0.0015 Ha. The relative energy (zero: lowest compared OMol25 entry of this formula, charge and spin) is 7.5 kcal/mol. As for the frontier orbital gap: 7.60 eV. The total energy is -4133.8232 Ha.

Mulliken atomic charge list, values in e, 4 entries: Cs 1.65; S -0.04; S -0.10; P 0.27

=====

(2)
C49H47FHfN7O5S as an isolated structure at a distorted geometry, computed with ωB97M-V/def2-TZVPD.

Structure (XYZ):
```
111
Properties=species:S:1:pos:R:3
Hf -0.41803 -1.79706 1.42216
S -0.61796 0.59573 2.76478
F 1.80522 4.78773 0.53895
O -0.27730 -2.19729 -0.71789
O -1.79452 -2.16606 -2.37928
O -3.58546 -0.80247 2.40139
O -2.28583 -1.28830 0.62655
O 0.41707 0.09325 0.26398
N 1.30921 5.94564 -1.98985
N 2.45168 7.57263 -3.50301
N -0.77411 1.74206 -3.25404
N 0.90272 -1.29955 3.65248
N -1.67384 -2.82995 3.21784
N -1.15765 -4.12855 0.95051
N 4.16567 -1.39111 -0.70208
C -2.21688 -4.55695 1.66604
C 3.42816 -5.09149 1.51383
C 3.55174 -4.01793 0.64592
C -4.15487 0.15002 0.31834
C -4.95192 1.14940 0.86778
C -4.36931 -5.38230 3.26997
C -0.80207 -4.80908 -0.12065
C -0.05688 2.17101 -5.59632
C 2.99939 -1.07828 4.78014
C -5.71191 1.74718 -1.33585
C 1.40492 -4.11838 2.34036
C 2.75834 7.88185 -2.06290
C 1.90476 0.86310 3.90431
C -3.31140 -0.69958 1.22524
C -4.10006 -6.04540 2.12853
C -1.91462 -2.18200 4.34386
C -2.99223 -5.65595 1.30107
C -3.77597 -3.56806 4.88428
C 2.81533 -1.80693 -0.32723
C -1.51079 -5.93293 -0.56109
C -0.07024 2.51562 -2.34491
C 1.23826 4.03245 -0.43024
C 0.30985 1.94893 -1.12373
C -2.49416 -3.85686 2.88631
C 5.06020 -1.12937 0.40832
C 4.80295 -2.05998 -1.81788
C 2.32301 6.66361 -1.22586
C 0.28784 3.84326 -2.61317
C -5.72328 1.95322 0.03991
C 2.61265 -2.98450 0.62479
C -0.99190 -1.62932 -1.63794
C -0.69144 -0.17416 -1.80970
C -2.61629 -6.34133 0.13423
C -4.13425 -0.05063 -1.05909
C 2.34705 -5.13375 2.38108
C 0.94963 2.72925 -0.16470
C -4.92324 0.74277 -1.88306
C -1.17278 2.26223 -4.56556
C 0.03496 0.54835 -0.82085
C -2.95025 -2.52998 5.21434
C 1.48414 -3.00892 1.47440
C -1.04752 0.44612 -2.95793
C 1.95451 -1.82951 4.29934
C 2.97864 0.30093 4.55213
C 0.96086 7.58284 -3.73484
C 0.85010 0.03194 3.48717
C 0.31906 6.85414 -2.54424
C 0.94220 4.61559 -1.66800
C -3.55722 -4.27101 3.68684
H 0.64095 8.61989 -3.81003
H -4.70500 -6.89045 1.82238
H 2.20179 8.78216 -1.81481
H 2.25491 -1.98724 -1.24965
H -0.56575 6.31750 -2.86859
H -4.93094 0.57099 -2.95397
H 0.78171 7.08106 -4.68305
H -0.00447 7.58020 -1.78941
H 2.93208 8.20157 -4.14268
H -4.59760 -3.85739 5.52982
H 1.97170 7.01818 -0.25519
H 0.82802 2.72559 -5.27648
H -0.39242 2.57063 -6.55483
H 1.17430 2.29232 0.80311
H 0.23717 1.13083 -5.74474
H 5.28016 -3.01975 -1.57760
H -1.27190 -1.34220 4.55752
H 3.80054 0.92253 4.88901
H -1.59848 -0.11573 -3.70355
H 2.77265 6.61901 -3.68075
H 3.81738 -1.55506 5.30121
H 2.35391 -0.94206 0.14287
H -1.18357 -6.45000 -1.45249
H 4.06788 -2.24005 -2.60407
H 0.56705 -4.20455 3.02986
H 3.81973 8.08890 -1.96271
H 2.23571 -5.95563 3.08118
H 1.94743 -2.90347 4.42463
H 0.08545 4.27319 -3.58606
H -6.32937 2.36330 -1.97982
H -1.52363 3.28571 -4.44131
H -2.03381 1.68115 -4.88583
H -3.09718 -1.95712 6.11986
H 4.16907 -5.88170 1.51341
H 3.17151 6.00623 -1.05348
H 4.39597 -3.99292 -0.02662
H -6.34079 2.73486 0.46570
H 1.83618 1.92800 3.72640
H 0.06644 -4.44577 -0.65020
H 4.52481 -0.57387 1.18301
H 5.58412 -1.41444 -2.22793
H 5.90019 -0.51861 0.06612
H -4.95242 1.27512 1.94339
H -5.19594 -5.68110 3.90397
H 5.47190 -2.03572 0.87510
H -3.51213 -0.83616 -1.47252
H -3.19924 -7.19386 -0.19544
```

As for the charge: +1. The value obtained for the LUMO energy is -0.1181 Ha. The relative energy (zero: lowest compared OMol25 entry of this formula, charge and spin) is 2.1 kcal/mol. As for the frontier orbital gap: 5.61 eV. The total energy is -3200.9959 Ha.

Mulliken atomic charge list, values in e, 4 entries: Hf 0.87; S -0.48; F -0.36; O 0.08